Computed, not measured: 13 unconnected molecules or ions with the total composition C25H80N22O13, with ωB97M-V/def2-TZVPD.

Cartesian coordinates (Å):
C  -5.3794  1.2737  -4.4177
C  -6.4398  1.1334  -3.2821
C  -6.2889  2.1618  -2.1069
O  -5.0373  2.3413  -1.4576
C  -4.6483  1.1898  -0.6480
N  -7.7957  1.2028  -3.9118
H  -4.4017  1.3613  -3.9440
H  -5.5242  2.1851  -4.9978
H  -5.3235  0.4033  -5.0715
H  -6.2597  0.1434  -2.8631
H  -7.0291  1.8154  -1.3857
H  -6.6204  3.1410  -2.4524
H  -4.2825  0.4302  -1.3387
H  -5.5524  0.8238  -0.1613
H  -3.7890  1.3605  0.0005
H  -8.4691  1.2531  -3.1607
H  -7.9842  2.0360  -4.4506
C  5.9893  -3.6966  5.1014
C  4.9837  -2.4704  5.0521
C  4.1769  -2.5948  3.7251
O  3.5325  -1.4170  3.5766
C  3.0605  -1.2405  2.2662
N  4.1417  -2.6808  6.2205
H  5.5577  -4.6968  5.1378
H  6.6249  -3.6185  5.9834
H  6.6169  -3.7975  4.2159
H  5.6449  -1.6057  4.9957
H  3.5004  -3.4486  3.6879
H  4.9365  -2.6183  2.9437
H  3.8894  -0.8601  1.6692
H  2.2758  -0.4938  2.1446
H  2.6149  -2.1539  1.8720
H  3.1498  -2.7732  6.0542
H  4.3343  -3.5966  6.6002
C  2.9039  -6.0846  2.0381
C  2.0804  -5.6657  0.6796
C  0.9260  -4.6836  1.0630
O  0.1872  -4.3143  -0.0759
C  -0.9762  -3.5322  0.0890
N  3.0542  -4.9430  -0.1696
H  3.5297  -6.9636  1.8834
H  2.4044  -6.1068  3.0067
H  3.5991  -5.2763  2.2646
H  1.7082  -6.5309  0.1309
H  1.3957  -3.8431  1.5741
H  0.2689  -5.1599  1.7907
H  -0.9062  -2.7730  0.8681
H  -1.6943  -4.1192  0.6617
H  -1.4014  -3.1447  -0.8368
H  3.8768  -5.5289  -0.1828
H  2.7528  -4.8705  -1.1308
C  4.9128  -1.3409  -6.5224
C  5.2498  -1.0671  -5.0562
C  4.0360  -0.2399  -4.4128
O  4.1984  -0.1643  -2.9894
C  3.3826  0.8217  -2.3573
N  5.4429  -2.3689  -4.3588
H  4.1395  -2.1026  -6.6216
H  5.7304  -1.7694  -7.1020
H  4.5150  -0.4607  -7.0275
H  6.1597  -0.4687  -5.0114
H  3.1467  -0.8556  -4.5477
H  3.8150  0.7792  -4.7301
H  2.3192  0.8249  -2.5968
H  3.5104  1.8023  -2.8158
H  3.4584  0.8983  -1.2727
H  5.4981  -2.2871  -3.3536
H  6.4357  -2.5434  -4.4234
C  3.6400  2.2070  1.7726
O  2.8831  2.0471  0.8880
N  4.7909  2.7280  1.5194
N  3.3996  2.1826  3.0801
H  5.5767  2.7999  2.1498
H  5.0971  2.8173  0.5610
H  4.1091  2.5184  3.7158
H  2.5513  1.8093  3.4816
C  1.5805  4.2410  -2.0630
O  1.0684  3.2488  -1.7268
N  1.1195  5.0073  -2.9410
N  2.7236  4.6650  -1.5967
H  0.2293  4.6921  -3.2991
H  1.5545  5.9086  -3.0770
H  3.1399  5.2882  -2.2737
H  3.2511  4.2911  -0.8208
C  -2.9891  -1.1396  3.3395
O  -1.8300  -0.9015  3.4582
N  -3.8059  -1.3501  4.2905
N  -3.6110  -0.7857  2.2752
H  -3.4706  -1.5989  5.2101
H  -4.7994  -1.4677  4.1515
H  -3.0254  -0.6302  1.4671
H  -4.5864  -1.0176  2.1536
C  -0.1515  -0.2122  -4.2998
O  -0.0351  -1.4284  -4.2307
N  -0.2388  0.3666  -5.5017
N  -0.2979  0.5765  -3.2810
H  -0.1355  1.3686  -5.5754
H  -0.0330  -0.2416  -6.2813
H  -0.2970  0.3595  -2.2946
H  -0.3823  1.5529  -3.5249
C  -0.8368  0.4858  -0.0615
O  -1.6787  -0.4283  -0.0804
N  0.4627  0.3546  0.0244
N  -1.0645  1.7114  -0.2977
H  0.7755  -0.5958  -0.1139
H  1.1749  1.0178  -0.2460
H  -0.3100  2.3271  -0.5655
H  -2.0024  2.0801  -0.3637
C  0.2810  1.5406  4.5593
O  0.8933  2.5255  4.8336
N  0.2856  0.9613  3.3764
N  -0.5290  0.9204  5.3696
H  -0.1824  0.0717  3.2774
H  0.6078  1.3727  2.5121
H  -1.1179  0.2363  4.9165
H  -0.4008  1.1938  6.3334
C  -5.6801  -2.2516  0.0122
O  -5.8133  -1.7159  1.0557
N  -4.5501  -2.2504  -0.6594
N  -6.5143  -3.0353  -0.5317
H  -4.5070  -2.6557  -1.5835
H  -3.7309  -1.7224  -0.3944
H  -6.3029  -3.5925  -1.3471
H  -7.1041  -3.4739  0.1611
C  -3.1850  3.4365  2.6888
O  -3.0262  3.4757  1.4811
N  -3.0355  2.4551  3.5363
N  -3.5386  4.5029  3.3548
H  -2.6496  1.5905  3.1845
H  -3.0015  2.8526  4.4641
H  -4.0068  4.3589  4.2381
H  -3.4823  5.4227  2.9414
C  -1.9432  5.4699  -1.7127
O  -1.5674  6.3429  -2.4308
N  -2.8482  4.5506  -1.9751
N  -1.5813  5.3372  -0.4760
H  -3.1456  3.7422  -1.4477
H  -3.0479  4.4424  -2.9592
H  -2.0731  4.7069  0.1413
H  -0.9143  5.9222  0.0067

Atomic forces in eV per Å
C 0.15 0.59 1.15
C 0.02 -1.32 -4.28
C 0.02 1.95 2.03
O -0.94 -1.52 -0.97
C -0.49 0.06 -0.60
N 2.09 0.58 2.88
H 0.14 0.00 -0.04
H -0.13 -0.06 -0.09
H -0.41 0.04 0.11
H -0.51 -0.07 0.45
H 0.10 -0.15 0.31
H 0.43 0.05 -0.18
H -0.04 -0.27 -0.38
H 0.27 -0.10 0.37
H -0.46 0.71 0.16
H -0.73 -0.72 0.04
H 0.48 0.11 -0.71
C 0.20 0.40 -0.46
C 0.07 -4.10 -1.08
C 2.54 0.16 1.11
O -2.37 2.20 0.00
C -0.17 0.41 -0.47
N -0.21 0.32 0.93
H -0.80 0.15 0.22
H 0.09 0.13 -0.03
H 0.29 0.59 -0.04
H -0.66 0.51 0.43
H 0.06 -0.34 0.10
H 0.16 -0.77 -0.46
H 0.14 -0.42 -0.52
H 0.02 0.21 0.80
H 0.40 -0.25 -0.23
H -0.16 0.81 -0.58
H 0.44 0.07 0.25
C -0.31 1.13 -1.33
C 0.49 0.89 1.59
C 0.34 -0.92 0.03
O 0.47 0.35 -1.13
C -0.17 -0.68 2.09
N 0.01 -0.31 0.62
H -0.33 -0.16 0.00
H -0.84 -0.65 -0.39
H 0.25 0.26 -0.59
H -0.33 -0.22 0.42
H -0.02 0.39 -0.13
H -0.21 -0.26 0.18
H 0.89 0.94 -0.50
H -0.78 -0.78 -0.58
H 0.51 -0.20 0.03
H 0.36 0.11 -0.16
H -0.34 0.03 -0.08
C -0.41 -0.36 -0.13
C -1.33 0.79 0.49
C 0.41 -1.53 1.13
O 0.04 0.40 0.83
C -0.48 0.59 -1.16
N 0.61 0.41 0.04
H -0.21 -0.02 0.41
H 0.33 0.34 0.15
H 0.29 0.20 -0.04
H 0.02 0.25 0.12
H -0.31 -0.02 -0.48
H 0.56 0.01 -0.85
H -0.53 -1.38 0.04
H 1.16 0.56 0.17
H 0.58 -0.38 -0.17
H -1.19 0.71 0.57
H 0.44 -0.55 -1.05
C -0.11 1.19 3.31
O -4.21 -1.85 -3.69
N 6.15 2.01 -1.78
N -0.61 -0.88 1.90
H -0.47 -0.18 0.23
H -0.40 -0.21 0.09
H -0.40 -0.24 -0.06
H 0.10 0.23 -0.04
C 2.84 -0.08 2.06
O -3.60 -6.06 2.14
N -2.84 3.35 -4.85
N 3.74 1.82 0.93
H 0.12 1.03 -0.36
H -1.03 -0.05 -0.40
H 0.92 -0.01 0.97
H -0.36 -0.26 -0.36
C 0.01 2.20 -0.89
O 4.93 -0.47 1.11
N -3.30 -2.33 5.87
N -1.83 0.74 -4.69
H 0.04 0.02 -0.23
H 0.34 -0.02 -0.08
H 0.02 -0.01 -0.28
H 0.26 -0.02 -0.54
C 0.04 -3.83 -0.81
O 0.17 -0.42 0.36
N -0.10 1.30 -1.70
N -0.58 3.41 2.25
H 0.11 -0.31 -0.44
H 0.06 0.37 0.12
H 0.21 -0.50 -0.61
H 0.09 0.01 0.72
C -0.37 -2.15 -0.75
O -0.47 -0.16 0.65
N 3.51 -3.72 0.42
N -3.00 5.62 -1.02
H 0.19 -0.14 0.30
H -0.27 0.60 0.29
H -0.01 0.40 0.07
H 0.40 -0.08 0.23
C 0.01 0.33 -1.16
O 1.99 2.71 0.86
N 0.28 -1.53 -3.47
N -1.49 -0.80 2.42
H 0.06 0.13 -0.25
H 0.18 0.27 0.39
H -0.28 -0.46 1.08
H -0.71 -0.61 -0.04
C 3.63 0.16 -0.48
O -1.52 2.31 3.76
N 3.57 1.14 -2.34
N -5.63 -3.85 -1.71
H 0.20 -0.03 0.31
H -0.05 0.08 0.20
H 0.04 0.08 0.38
H -0.53 0.00 -0.46
C 0.18 0.60 -1.34
O 0.43 -0.89 -1.86
N 0.17 -2.25 0.46
N -1.39 3.77 1.59
H 0.10 -0.17 0.74
H 0.71 -1.61 0.19
H 0.15 0.73 -0.19
H -0.33 -0.33 0.09
C 0.23 0.61 1.41
O 0.76 1.48 -2.56
N -3.23 -2.77 -3.56
N 1.86 -0.17 4.89
H 0.57 0.61 0.42
H -0.18 0.18 0.08
H 0.06 -0.10 0.07
H -0.14 0.18 -0.63

Multiplicity ... 2
Gap between HOMO and LUMO (spin up / spin down) ... 7.51 / 1.43 eV
Net charge ... +1
Relative energy (zero: lowest compared OMol25 entry of this formula, charge and spin) ... 399.1 kJ/mol

Löwdin population analysis, charges in e, atoms 1 to 8:
1. C -0.021
2. C -0.320
3. C -0.116
4. O -0.036
5. C 0.015
6. N 0.177
7. H 0.077
8. H 0.090



Computed, not measured: a molecular structure, C26H13BrF5InNO6S, with ωB97M-V/def2-TZVPD.

Cartesian coordinates (Å):
In  0.5379  0.4977  0.4514
C  -2.3310  -1.7493  2.6437
C  -3.3198  -1.2029  1.8377
C  -3.3550  -1.5039  0.4850
C  -2.3899  -2.3326  -0.0689
C  -1.4035  -2.8834  0.7353
C  -1.3829  -2.6022  2.0955
H  -2.3045  -1.5091  3.6999
H  -4.0601  -0.5415  2.2695
H  -4.1386  -1.0913  -0.1384
H  -2.4005  -2.5458  -1.1301
H  -0.6627  -3.5473  0.3091
H  -0.6277  -3.0525  2.7290
O  -1.2598  1.7387  4.1462
C  -0.6201  1.2922  3.2031
O  -0.7275  1.5903  1.9653
C  0.4334  0.2197  3.5075
C  0.8796  -0.1438  4.7668
C  1.8632  -1.1236  4.8520
C  2.3269  -1.7577  3.7042
C  1.7945  -1.3671  2.4879
N  0.9136  -0.3836  2.4364
C  2.1202  -2.0124  1.1368
O  2.9064  -2.9500  1.1294
O  1.4905  -1.5178  0.1381
H  0.4618  0.3382  5.6386
H  2.2722  -1.4015  5.8155
H  3.0793  -2.5326  3.7204
F  5.0177  -1.6052  -4.5130
C  4.5220  -0.9706  -3.4460
C  5.3676  -0.4450  -2.4854
F  6.6923  -0.5683  -2.6368
C  4.8491  0.2094  -1.3855
F  5.7134  0.6873  -0.4855
C  3.4768  0.4039  -1.2008
S  2.9309  1.3253  0.1726
C  2.6636  -0.1263  -2.1977
F  1.3359  0.0496  -2.1441
C  3.1589  -0.8127  -3.2891
F  2.3215  -1.2993  -4.2116
Br  -5.2042  4.3035  -4.8935
C  -3.9576  3.4628  -3.7273
C  -3.0872  4.2545  -2.9965
C  -2.1684  3.6399  -2.1628
C  -2.1325  2.2534  -2.0614
C  -3.0174  1.4771  -2.7973
C  -3.9383  2.0820  -3.6394
C  -1.0980  1.6171  -1.1815
O  -0.1141  2.2990  -0.8225
O  -1.2437  0.4025  -0.8524
H  -3.1230  5.3307  -3.0916
H  -1.4635  4.2152  -1.5795
H  -2.9710  0.3996  -2.7122
H  -4.6266  1.4896  -4.2260

Atomic forces in eV per Å
In 0.34 0.08 -0.05
C 0.01 -0.04 0.06
C -0.04 0.01 0.01
C -0.06 -0.04 0.01
C -0.04 -0.05 0.02
C -0.05 -0.15 0.02
C -0.04 -0.01 0.03
H 0.01 0.00 0.00
H 0.02 0.03 -0.02
H 0.06 0.07 -0.02
H 0.00 0.01 0.00
H 0.06 0.08 -0.02
H 0.04 0.04 -0.01
O 0.10 -0.02 -0.08
C -0.06 -0.03 0.17
O 0.26 -0.15 -0.23
C -0.08 0.14 0.08
C -0.01 -0.05 0.03
C 0.00 -0.02 -0.08
C -0.05 0.00 -0.04
C 0.17 -0.10 -0.04
N -0.01 -0.06 -0.11
C 0.08 -0.13 -0.05
O -0.08 0.10 0.06
O -0.29 0.14 0.05
H 0.01 0.05 -0.02
H -0.05 0.00 0.02
H -0.03 -0.03 0.02
F 0.03 -0.05 -0.07
C -0.04 0.09 0.16
C -0.03 -0.03 -0.04
F 0.07 -0.04 0.02
C -0.23 -0.01 -0.06
F 0.09 0.03 0.04
C 0.28 -0.13 -0.21
S -0.36 0.20 0.28
C 0.14 0.09 0.07
F -0.13 -0.01 0.01
C 0.00 0.02 0.00
F -0.01 -0.03 -0.05
Br 0.02 -0.04 0.04
C -0.03 0.06 -0.04
C -0.01 0.02 -0.02
C 0.00 -0.11 -0.01
C 0.13 -0.04 0.04
C -0.01 0.03 0.06
C -0.03 -0.05 -0.04
C -0.31 0.57 -0.59
O -0.20 -0.23 0.22
O 0.38 -0.23 0.35
H 0.00 0.00 0.03
H 0.01 0.04 -0.02
H 0.00 0.00 0.02
H 0.00 0.00 0.00

Gap between HOMO and LUMO ... 7.73 eV
Net charge ... -1
Relative energy (zero: lowest compared OMol25 entry of this formula, charge and spin) ... 0.0 kJ/mol

Löwdin population analysis, charges in e, atoms 1 to 8:
1. In 0.814
2. C -0.094
3. C -0.084
4. C -0.100
5. C -0.099
6. C -0.090
7. C -0.097
8. H 0.106



Q: Which formula does entry 2 have?
A: C26H13BrF5InNO6S



Q: What is the net charge in the first record?
A: +1